{"formula": "C6H14FO3Pm", "method": "the ωB97M-V functional and the def2-TZVPD basis", "spin_multiplicity": 6, "charge": 1, "s_squared": 8.756, "e_tot_ha": -1170.6248, "max_force_ev_per_a": 4.9, "elements": ["F", "C", "O", "C", "C", "O", "C", "C", "O", "C", "Pm", "H", "H", "H", "H", "H", "H", "H", "H", "H", "H", "H", "H", "H", "H"], "xyz": [[-1.86, -0.82, -3.40], [2.61, 0.03, -1.91], [1.33, -0.36, -1.43], [0.51, -1.02, -2.39], [-0.94, -0.92, -1.98], [-0.99, -1.08, 0.44], [-1.96, -0.29, 1.06], [-1.42, 0.40, 2.30], [-0.10, 0.84, 1.98], [0.49, 1.72, 2.91], [1.14, -0.96, 0.94], [3.21, 0.30, -1.04], [3.09, -0.80, -2.44], [2.49, 0.90, -2.57], [0.80, -2.08, -2.46], [0.65, -0.54, -3.37], [-1.29, -1.94, -1.77], [-1.14, 0.12, -1.71], [-2.87, -0.85, 1.33], [-2.26, 0.51, 0.35], [-1.38, -0.29, 3.16], [-2.04, 1.26, 2.58], [1.52, 1.90, 2.59], [-0.07, 2.67, 2.92], [0.49, 1.28, 3.92]], "mulliken_charge": [-0.46, -0.75, -0.29, -0.54, 0.05, -0.74, -0.40, -0.49, -0.32, -0.76, 1.47, 0.27, 0.35, 0.29, 0.28, 0.43, 0.25, 0.16, 0.31, 0.26, 0.29, 0.40, 0.28, 0.29, 0.35]}